One molecule with the formula C3H3NS at a distorted geometry, computed with the ωB97M-V functional and the def2-TZVPD basis.

Element x y z (Å)
C -2.3993 -0.5823 -0.1003
C -1.3010 -0.1410 0.1637
C 0.1296 0.3219 0.1358
N 0.2682 1.5704 -0.0446
S 1.3943 -0.7359 -0.0270
H -3.4583 -0.7499 -0.2034
H 1.2043 1.8342 -0.2426
H -0.5077 2.1058 -0.0048

## Properties
SMILES: C#CC(N)=S
relative energy (zero: lowest compared OMol25 entry of this formula, charge and spin): 129.22 kJ/mol
max |F|: 5.25 eV/A
total energy: -568.9684 Ha
HOMO: -8.57 eV



A 5-piece molecular cluster, C33H60N4O7P overall at a distorted geometry, computed with the ωB97M-V functional and the def2-TZVPD basis.

Element x y z (Å)
C 8.5193 -2.0568 0.8638
C 7.3170 -1.7236 -0.1117
C 6.9408 -0.1922 -0.0246
O 7.3753 0.4714 0.8718
O 6.1258 0.2910 -1.0525
C 4.8584 0.7763 -0.5419
C 3.7665 -0.2400 -1.0357
N 2.3586 0.0780 -0.6018
C 1.5157 -0.7205 -1.3991
N 1.8043 -2.0599 -1.4379
N 0.4122 -0.3285 -2.1475
C -0.8657 -0.8840 -1.5774
C -1.3188 -2.2450 -2.2365
C -2.1051 -3.1655 -1.2109
N -3.3865 -2.5423 -0.8546
C -3.8156 -2.8545 0.5128
C -2.8811 -2.3146 1.6507
C -2.4798 -3.2851 2.6844
C -1.5798 -2.8399 3.7443
C -1.1177 -1.4585 3.7204
C -1.5217 -0.4826 2.7260
C -2.4235 -0.9338 1.6732
O -2.7857 0.0145 0.7073
C 0.3571 1.1278 -2.4110
C 0.5450 1.8246 -1.0079
C 2.0521 1.5267 -0.6397
P 2.3371 2.4160 1.0426
C 2.7243 1.1844 2.4018
C 0.9038 3.5351 1.4682
H 9.2950 -1.2576 0.7268
H 8.9834 -3.0471 0.6050
H 8.1670 -2.0514 1.9304
H 6.3964 -2.3041 0.1589
H 7.6557 -1.9441 -1.1567
H 4.7244 1.8177 -0.9118
H 4.9173 0.7291 0.5792
H 4.0778 -1.2465 -0.6445
H 3.7929 -0.3232 -2.1521
H 1.6808 -2.6708 -0.6366
H 2.1504 -2.4431 -2.3170
H -1.6610 -0.1178 -1.7709
H -0.6928 -1.0142 -0.4724
H -2.0187 -2.0742 -3.1026
H -0.4252 -2.8444 -2.5592
H -2.2976 -4.1839 -1.6577
H -1.4073 -3.3347 -0.3448
H -3.4215 -1.5493 -1.0654
H -4.0338 -3.9504 0.6514
H -4.8143 -2.3453 0.6541
H -2.8815 -4.3258 2.6254
H -1.2623 -3.5805 4.5098
H -0.4098 -1.1081 4.5098
H -1.2025 0.5805 2.7126
H -3.7023 -0.1742 0.4283
H -0.6030 1.4619 -2.8817
H 1.2090 1.4362 -3.0657
H 0.4102 2.9204 -1.1744
H -0.1489 1.4167 -0.2311
H 2.6501 2.1020 -1.3998
H 2.6047 0.1096 2.1185
H 3.8125 1.3281 2.6556
H 2.1547 1.4267 3.3431
H 0.5876 4.1998 0.6266
H 1.2744 4.2376 2.2692
H 0.0198 3.0085 1.9236
C 10.0703 0.9837 2.7981
C 10.3360 0.3356 4.1322
O 10.4529 -0.8664 4.2363
C 10.4502 1.2417 5.3316
H 10.0125 0.2156 2.0301
H 9.1207 1.5205 2.8280
H 10.8829 1.6689 2.5483
H 9.5177 1.7912 5.4733
H 11.2793 1.9383 5.1943
H 10.6414 0.6411 6.2210
C -3.2106 3.1751 0.1735
C -2.5543 4.5232 0.0341
O -1.3581 4.6276 -0.1546
C -3.4382 5.7373 0.1380
H -2.4576 2.3932 0.0784
H -3.6809 3.0895 1.1548
H -3.9562 3.0408 -0.6130
H -3.9187 5.7652 1.1178
H -4.1932 5.7162 -0.6500
H -2.8335 6.6363 0.0192
C -7.5360 -1.6634 -0.3407
C -6.8885 -0.3118 -0.4709
O -5.6896 -0.1985 -0.6581
C -7.7791 0.8950 -0.3619
H -6.7770 -2.4399 -0.4404
H -8.0069 -1.7573 0.6396
H -8.2789 -1.7965 -1.1299
H -8.2606 0.9146 0.6173
H -8.5327 0.8729 -1.1516
H -7.1794 1.7987 -0.4752
C -7.7049 -2.3928 -5.5116
C -8.0845 -1.2076 -4.6621
O -9.1455 -1.1631 -4.0777
C -7.0919 -0.0773 -4.5661
H -8.5106 -3.1264 -5.4886
H -7.5490 -2.0758 -6.5445
H -6.7973 -2.8561 -5.1197
H -6.9077 0.3440 -5.5559
H -6.1583 -0.4402 -4.1308
H -7.4982 0.7043 -3.9233

## Properties
relative energy (zero: lowest compared OMol25 entry of this formula, charge and spin): 298.46 kJ/mol
total charge: +1
max |F|: 4.02 eV/A
total energy: -2380.1273 Ha
HOMO: -10.15 eV



A 2-piece molecular cluster, C28H31N2 overall at a distorted geometry, computed with the ωB97M-V functional and the def2-TZVPD basis.

Element x y z (Å)
C 1.6202 -2.7277 2.6248
C 1.3843 -1.2668 2.5409
N 2.3834 -0.3314 2.4545
C 3.8180 -0.6084 2.4396
C 1.8186 0.9547 2.3766
C 0.4215 0.8048 2.3979
C -0.3967 1.9251 2.2448
C 0.1762 3.1667 2.1375
C 1.5630 3.3236 2.1661
C 2.3913 2.2283 2.2687
C 0.1317 -0.6087 2.5256
C -1.1366 -1.2275 2.4904
C -2.4142 -0.5697 2.5650
C -2.6867 0.4820 3.4681
C -3.8935 1.1386 3.4352
C -4.8593 0.7860 2.5073
C -4.6355 -0.2744 1.6462
C -3.4515 -0.9672 1.6939
H 0.6811 -3.2814 2.6740
H 2.1760 -3.0830 1.7541
H 2.2011 -2.9801 3.5147
H 4.3845 0.3170 2.3553
H 4.1017 -1.1121 3.3618
H 4.0691 -1.2494 1.5958
H -1.4627 1.8151 2.1941
H -0.4582 4.0307 2.0311
H 1.9836 4.3164 2.1139
H 3.4592 2.3518 2.2731
H -1.1510 -2.2766 2.2480
H -1.9334 0.7704 4.1827
H -4.0871 1.9387 4.1293
H -5.7892 1.3304 2.4615
H -5.3905 -0.5542 0.9310
H -3.2866 -1.8059 1.0393
C 3.7356 -0.6451 -4.8377
C 2.8604 -1.6924 -5.0401
C 1.8031 -1.8953 -4.1749
C 1.6122 -1.0542 -3.0867
C 0.4323 -1.2248 -2.1773
C -0.8069 -0.5010 -2.7210
C -2.0529 -0.5885 -1.8093
C -2.7606 0.7828 -1.9233
C -1.8770 1.6332 -2.8537
N -0.5691 0.9523 -2.9446
C 2.4969 -0.0031 -2.8921
C 3.5511 0.1972 -3.7606
H 4.5638 -0.4910 -5.5124
H 3.0018 -2.3548 -5.8775
H 1.1165 -2.7096 -4.3426
H 0.2226 -2.2933 -2.0393
H 0.6791 -0.8319 -1.1851
H -1.0624 -0.9415 -3.6966
H -2.7117 -1.4138 -2.1087
H -1.7396 -0.7855 -0.7792
H -3.7821 0.6778 -2.3155
H -2.8450 1.2605 -0.9391
H -2.3307 1.7074 -3.8491
H -1.7481 2.6564 -2.4815
H -0.0977 1.1203 -3.8383
H 2.3473 0.6640 -2.0582
H 4.2292 1.0179 -3.5984

## Properties
relative energy (zero: lowest compared OMol25 entry of this formula, charge and spin): 33.98 kJ/mol
total charge: +1
max |F|: 2.32 eV/A
total energy: -1194.8400 Ha
HOMO: -10.63 eV



An isolated ion of composition C2H3N4OS and charge +1 at a distorted geometry, computed with the ωB97M-V functional and the def2-TZVPD basis.

Element x y z (Å)
O -0.6834 2.8836 -1.1297
N -1.0017 2.4089 -0.1477
N -0.5849 1.0041 0.0288
C 0.6692 0.5935 -0.6159
N 0.9626 -0.6515 -0.7563
C 0.3937 -1.6145 -0.0843
N -0.1615 -1.3497 1.0490
S -0.9173 0.2178 1.6139
H 1.3292 1.3106 -1.0390
H 0.4891 -2.6579 -0.4398
H -0.4949 -2.1449 1.5210

## Properties
SMILES: O=NN1C=NC=[NH+]S1
relative energy (zero: lowest compared OMol25 entry of this formula, charge and spin): 10.12 kJ/mol
total charge: +1
max |F|: 3.50 eV/A
total energy: -770.0266 Ha
HOMO: -14.18 eV



A 5-piece molecular cluster, C3H15O4S overall at a distorted geometry, computed with the ωB97M-V functional and the def2-TZVPD basis.

Element x y z (Å)
C -1.5370 0.9519 1.5344
C -0.0572 0.6329 1.5043
C 0.3080 -0.7967 1.1008
S -0.3986 -1.3024 -0.5382
H -1.7352 2.0245 1.5438
H -1.9790 0.5517 0.6228
H -2.0353 0.5215 2.4060
H 0.4023 0.7745 2.4997
H 0.4921 1.3600 0.9086
H 1.3824 -0.9029 1.0286
H -0.0995 -1.4626 1.8703
H 0.9090 0.6352 -2.8976
H -0.1666 0.4628 -1.9019
O 0.0465 1.0263 -2.6895
H -0.2273 2.6809 -1.4485
H 0.8252 3.6381 -0.7865
O -0.1069 3.5287 -0.9819
H -0.7407 -4.1588 -0.1207
H -0.8469 -3.2984 1.0576
O -0.9512 -4.2373 0.8193
H 2.6500 -0.3219 -1.5140
H 1.4908 -1.3177 -1.8727
O 2.3750 -0.9905 -2.1447

## Properties
relative energy (zero: lowest compared OMol25 entry of this formula, charge and spin): 27.29 kJ/mol
total charge: -1
max |F|: 1.26 eV/A
total energy: -822.5172 Ha
HOMO: -3.89 eV



C26H35GaN5Si2 as an isolated structure, computed with the ωB97M-V functional and the def2-TZVPD basis.

Element x y z (Å)
Ga -0.3769 -0.0431 -0.0917
N 7.0060 7.0943 0.2377
C 6.1792 6.2969 0.1952
C 5.1399 5.2943 0.1417
C 4.2684 5.1404 1.2163
C 3.2724 4.1801 1.1618
C 3.1492 3.3626 0.0422
C 4.0263 3.5154 -1.0275
C 5.0163 4.4831 -0.9831
C 2.0891 2.3151 -0.0088
C 2.4921 0.9901 0.0332
C 3.7993 0.4697 0.1666
C 3.6876 -0.9075 0.1804
C 2.3201 -1.1884 0.0606
N 1.5952 -0.0691 -0.0318
C 0.7549 2.7280 -0.0970
C 0.3193 4.0601 -0.1974
C -1.0630 4.0475 -0.2776
C -1.4453 2.7123 -0.2313
N -0.3778 1.8920 -0.1238
H 4.3744 5.7731 2.0873
H 2.5912 4.0567 1.9951
H 3.9261 2.8803 -1.9002
H 5.6950 4.6146 -1.8157
H 4.7004 1.0576 0.2541
H 4.4829 -1.6312 0.2736
H 1.8373 -2.1493 0.0404
H 0.9691 4.9215 -0.2199
H -1.7281 4.8920 -0.3691
H -2.4446 2.3233 -0.2822
C -6.0535 0.9198 0.4218
N -5.1610 -0.1434 -0.0602
C -5.6915 -1.5088 -0.1747
C -3.8765 0.0775 -0.1795
N -2.7329 0.2470 -0.2741
H -6.9651 0.9105 -0.1723
H -5.5706 1.8867 0.3082
H -6.3060 0.7646 1.4707
H -6.6171 -1.4778 -0.7454
H -5.8905 -1.9312 0.8102
H -4.9772 -2.1389 -0.6989
C 0.0185 -1.3184 2.8070
Si -0.5040 -2.7011 1.6480
C -2.1200 -3.4228 2.2347
C 0.7848 -4.0462 1.6853
C -0.8818 -1.9223 -0.0333
Si -0.6258 -2.7250 -1.7286
C 0.6470 -4.0814 -1.8458
C -2.2848 -3.4329 -2.1998
C -0.1755 -1.3557 -2.9354
H 0.0530 -1.6443 3.8507
H -0.6935 -0.4834 2.7548
H 1.0144 -0.9409 2.5490
H -2.0193 -3.8844 3.2222
H -2.4759 -4.1934 1.5419
H -2.8900 -2.6466 2.3040
H 0.9181 -4.3535 2.7287
H 1.7644 -3.7392 1.3136
H 0.4659 -4.9275 1.1233
H -1.9683 -1.8398 0.0038
H 0.3648 -4.9550 -1.2531
H 1.6525 -3.7780 -1.5498
H 0.7028 -4.3996 -2.8928
H -2.6139 -4.1788 -1.4680
H -2.2520 -3.9190 -3.1800
H -3.0411 -2.6415 -2.2450
H 0.8378 -0.9830 -2.7492
H -0.8787 -0.5153 -2.8445
H -0.2135 -1.6894 -3.9763

## Properties
relative energy (zero: lowest compared OMol25 entry of this formula, charge and spin): 136.40 kJ/mol
total charge: +1
max |F|: 0.45 eV/A
total energy: -3789.1600 Ha
HOMO: -10.98 eV